No. 1
This record from OMol25 describes a 3-piece molecular cluster, C3H13NO2 overall in a non-equilibrium geometry. The level of theory is the ωB97M-V functional and the def2-TZVPD basis.

Positions of all 19 atoms, in Å:
C -1.5743 0.4313 0.0641
N -0.4172 -0.3837 0.3692
C -0.3543 -0.7701 1.7845
C -0.3003 -1.5638 -0.4930
H -1.7759 1.0923 0.9042
H -2.4954 -0.1563 -0.1101
H -1.4283 1.0012 -0.8419
H 0.4608 -1.4937 1.8632
H -0.2734 0.1143 2.3998
H -1.2546 -1.3740 2.0339
H 0.7372 -1.6870 -0.8049
H -0.9283 -1.4078 -1.3753
H -0.6065 -2.4603 0.0478
O 2.1677 0.9417 0.6025
H 2.2028 0.8784 -0.3612
H 1.2431 0.6448 0.7554
O 1.7279 1.7331 -2.2141
H 1.3553 2.0340 -3.0478
H 1.5137 2.4256 -1.5765

The calculation puts the HOMO-LUMO gap at 9.408 eV. The strongest force on any atom comes out at 1.81 eV/A. As for the SMILES: CN(C)C.O.O. The HOMO energy comes out at -0.321 Ha. Its energy relative to the best compared isomer or geometry (same formula, charge and spin) is 24.6 kcal per mole. The calculation puts the LUMO energy at 0.67 eV. The charge is 0.

Mulliken atomic charge list, values in e, 8 entries: -1.0817, 0.2220, -1.1645, -1.1160, 0.3629, 0.3653, 0.2498, 0.3910

***

No. 2
This record from OMol25 describes a 3-piece molecular cluster, C3H13NO2 overall in a non-equilibrium geometry. The level of theory is the ωB97M-V functional and the def2-TZVPD basis.

Positions of all 19 atoms, in Å:
C -0.3682 -2.5712 -1.5419
N -0.1187 -1.2512 -0.8188
C 0.7053 -0.3290 -1.5948
C -1.4726 -0.6416 -0.6158
H -0.2975 -2.4155 -2.6308
H -1.2924 -2.9350 -1.1000
H 0.3824 -3.2379 -1.1201
H 1.3704 -0.8756 -2.2992
H 0.1903 0.5845 -1.8658
H 1.6268 -0.0588 -1.0275
H -1.3000 0.1240 0.1101
H -1.9900 -1.4563 -0.1322
H -2.1009 -0.5574 -1.5307
O 2.1933 3.8015 2.1618
H 1.4252 3.6548 2.7232
H 1.8646 4.3456 1.4288
O -0.2678 1.6066 3.1536
H -0.0394 1.3850 4.0563
H -0.5107 0.8275 2.6439

The calculation puts the HOMO-LUMO gap at 9.276 eV. The strongest force on any atom comes out at 3.13 eV/A. As for the SMILES: CN(C)C.O.O. The HOMO energy comes out at -0.314 Ha. Its energy relative to the best compared isomer or geometry (same formula, charge and spin) is 53.9 kcal per mole. The calculation puts the LUMO energy at 0.73 eV. The charge is 0.

Mulliken atomic charge list, values in e, 8 entries: -0.9467, -0.1252, -0.9301, -1.1537, 0.3387, 0.3762, 0.3089, 0.3644

***

No. 3
This record from OMol25 describes a 3-piece molecular cluster, C3H13NO2S overall in a non-equilibrium geometry. The level of theory is the ωB97M-V functional and the def2-TZVPD basis.

Positions of all 20 atoms, in Å:
N 0.4578 -2.2291 0.3919
C 1.3274 -1.0340 0.5867
C 0.6689 0.1556 -0.1348
C 1.5448 1.4818 -0.1591
S 0.7081 3.1020 -0.4118
H 0.9561 -3.0622 0.6567
H 0.2452 -2.2882 -0.5899
H 1.5228 -0.9470 1.6999
H 2.2685 -1.2379 0.0675
H 0.5447 -0.0880 -1.2292
H -0.2475 0.4622 0.3544
H 2.2419 1.4178 -1.0259
H 2.2974 1.4575 0.6787
H 0.2513 2.9094 -1.6233
O -2.5803 -1.7667 -1.3808
H -2.7165 -2.3741 -0.6206
H -1.9925 -2.3001 -1.9929
O -2.1280 -1.8012 1.6081
H -1.1920 -1.8235 1.5196
H -2.2951 -1.2328 2.3747

The calculation puts the HOMO-LUMO gap at 9.847 eV. The strongest force on any atom comes out at 2.21 eV/A. As for the SMILES: NCCCS.O.O. The HOMO energy comes out at -0.336 Ha. Its energy relative to the best compared isomer or geometry (same formula, charge and spin) is 18.6 kcal per mole. The calculation puts the LUMO energy at 0.72 eV. The charge is 0.

Mulliken atomic charge list, values in e, 8 entries: -0.5534, -0.6206, -0.1850, -0.8516, -0.1929, 0.1850, 0.1609, 0.3112

***

No. 4
This record from OMol25 describes a 4-piece molecular cluster, C3H13NO2S overall in a non-equilibrium geometry. The level of theory is the ωB97M-V functional and the def2-TZVPD basis.

Positions of all 20 atoms, in Å:
C 0.6338 -1.3092 -2.2549
N -0.2735 -0.4543 -1.4060
C -0.2917 -0.8420 -0.0343
C -1.2153 -0.1073 0.9228
S -0.6555 -0.5330 2.6967
H 1.6743 -1.1088 -1.9100
H 0.4477 -2.3757 -2.0444
H 0.7286 -1.3132 -3.2920
H -0.0652 0.4836 -1.5429
H 0.6633 -0.7834 0.4972
H -0.5988 -1.9083 0.0136
H -2.2475 -0.4726 0.8083
H -1.1600 1.0216 0.9619
H -1.7337 -2.1547 2.0169
H 0.3601 1.0331 2.1212
H 0.9135 2.2891 2.7939
O 0.8122 1.9102 1.8952
H 0.7114 1.8534 0.0122
H 0.8370 2.8128 -1.2601
O 0.4592 1.9588 -0.9952

The calculation puts the HOMO-LUMO gap at 6.299 eV. The strongest force on any atom comes out at 5.57 eV/A. The HOMO energy comes out at -0.301 Ha. Its energy relative to the best compared isomer or geometry (same formula, charge and spin) is 107.4 kcal per mole. The calculation puts the LUMO energy at -1.90 eV. The charge is 0.

Mulliken atomic charge list, values in e, 8 entries: -0.9392, -0.3875, -0.0327, -1.3253, -0.2216, 0.3043, 0.2927, 0.3651

***

No. 5
This record from OMol25 describes a 4-piece molecular cluster, C3H13NO3 overall. The level of theory is the ωB97M-V functional and the def2-TZVPD basis.

Positions of all 20 atoms, in Å:
N 0.8897 -1.5688 0.6098
C 0.8626 -1.1014 -0.7926
C -0.0890 1.0082 -1.9366
C 0.5407 0.3746 -0.8501
H 0.9000 -2.5797 0.6015
H 1.7606 -1.2968 1.0407
H 0.0379 -1.6281 -1.3033
H 1.7988 -1.3750 -1.2814
H -0.6498 1.9171 -1.7255
H 0.2052 0.8209 -2.9657
H 0.6100 0.8612 0.1146
H 2.8244 3.3470 -0.3566
H 2.2364 1.9164 -0.4116
O 2.5322 2.6197 0.1982
H -3.5834 0.5475 0.1829
H -3.5017 -0.6045 1.2014
O -3.8536 0.2928 1.0714
H -0.9872 -0.6980 2.7897
H -0.9800 -1.5599 1.5379
O -1.5540 -1.2932 2.2753

The calculation puts the HOMO-LUMO gap (alpha / beta) at 3.626 / 7.098 eV. The spin multiplicity is 2. The strongest force on any atom comes out at 0.91 eV/A. The HOMO energy (alpha / beta) comes out at 0.011 / -0.120 Ha. Its energy relative to the best compared isomer or geometry (same formula, charge and spin) is 16.6 kcal per mole. The calculation puts the LUMO energy (alpha / beta) at 3.93 / 3.83 eV. The charge is -1.

Mulliken atomic charge list, values in e, 8 entries: -0.5554, -0.6867, -1.0278, -0.8964, 0.2181, 0.1937, 0.4591, 0.2507

***

No. 6
This record from OMol25 describes a 4-piece molecular cluster, C3H13NO3 overall in a non-equilibrium geometry. The level of theory is the ωB97M-V functional and the def2-TZVPD basis.

Positions of all 20 atoms, in Å:
C 0.9644 -2.5085 -2.4122
C 1.6362 -1.2304 -1.9205
C 2.4153 -1.3336 -0.8261
N 3.4419 -0.3458 -0.4934
H 0.9044 -3.2306 -1.5469
H 1.4764 -3.0389 -3.3859
H -0.0697 -2.2413 -2.6003
H 1.6329 -0.2904 -2.6128
H 2.4989 -2.3017 -0.4292
H 3.8702 -0.2339 0.4513
H 3.1857 0.7221 -0.8106
H -1.0801 2.5921 4.9129
H -0.8986 4.1891 5.4346
O -0.6393 3.2574 5.4883
H -3.5438 0.2129 -4.6905
H -3.7254 1.6751 -4.6516
O -4.2313 0.8185 -4.5704
H -2.2674 0.4268 4.7912
H -3.0329 1.5373 5.3284
O -2.5376 1.3239 4.5439

The calculation puts the HOMO-LUMO gap (alpha / beta) at 1.426 / 8.808 eV. The spin multiplicity is 2. The strongest force on any atom comes out at 3.97 eV/A. The HOMO energy (alpha / beta) comes out at 0.044 / -0.227 Ha. Its energy relative to the best compared isomer or geometry (same formula, charge and spin) is 44.1 kcal per mole. The calculation puts the LUMO energy (alpha / beta) at 2.64 / 2.62 eV. The charge is -1.

Mulliken atomic charge list, values in e, 8 entries: -0.9023, -0.0738, -0.3775, -0.4657, 0.2856, 0.1918, 0.2708, 0.1778

***

No. 7
This record from OMol25 describes a 4-piece molecular cluster, C3H13NO3 overall in a non-equilibrium geometry. The level of theory is the ωB97M-V functional and the def2-TZVPD basis.

Positions of all 20 atoms, in Å:
C -0.8342 -0.4315 -1.6238
N -0.3202 -0.3505 -0.4812
C -1.2480 -0.6459 0.6292
C -1.1114 -2.1051 1.0307
H -1.9111 -0.6029 -1.7737
H -0.2693 -0.3817 -2.5491
H -0.9879 -0.0258 1.4883
H -2.2448 -0.2782 0.3661
H -1.1424 -2.1292 2.1262
H -1.8673 -2.8017 0.7082
H -0.1274 -2.4912 0.8430
O -0.6818 2.5620 1.5394
H -0.0592 2.2839 0.8481
H -0.0524 2.7279 2.2519
O 2.7812 -0.5028 -1.3387
H 2.6990 -0.9471 -0.4907
H 3.2629 0.3099 -1.1510
O 1.1501 2.2311 -0.6909
H 0.8487 1.3935 -1.0653
H 2.1156 2.1853 -0.6668

The calculation puts the HOMO-LUMO gap at 10.451 eV. The strongest force on any atom comes out at 1.65 eV/A. As for the SMILES: C=NCC.O.O.O. The HOMO energy comes out at -0.365 Ha. Its energy relative to the best compared isomer or geometry (same formula, charge and spin) is 29.7 kcal per mole. The calculation puts the LUMO energy at 0.52 eV. The charge is 0.

Mulliken atomic charge list, values in e, 8 entries: -0.3439, -0.2336, -0.5235, -1.1351, 0.2811, 0.2747, 0.2618, 0.5140

***

No. 8
This record from OMol25 describes a 3-piece molecular cluster, C3H13NO3 overall in a non-equilibrium geometry. The level of theory is the ωB97M-V functional and the def2-TZVPD basis.

Positions of all 20 atoms, in Å:
N -0.1502 -2.3538 1.0649
C 0.6164 -1.1651 1.1419
C 0.0707 0.0417 0.4547
C 0.8475 1.3941 0.4350
O 0.2372 2.6067 -0.0822
H 0.2179 -3.1873 1.6592
H -1.0616 -2.2503 1.4124
H 1.6441 -1.4861 0.6123
H 0.8499 -0.8113 2.1918
H -0.2441 -0.2524 -0.5542
H -0.8065 0.3754 0.8835
H 1.1435 1.5103 1.5252
H 1.7597 1.2130 -0.1164
H -0.4296 3.1250 -0.4159
O -1.5806 4.2638 -1.3803
H -1.7738 4.0539 -2.2987
H -0.6492 4.3246 -1.2234
O -0.5380 -4.0267 -1.6949
H -0.2535 -3.7732 -2.5254
H 0.1002 -3.6023 -1.0895

The calculation puts the HOMO-LUMO gap at 10.251 eV. The strongest force on any atom comes out at 5.82 eV/A. As for the SMILES: NCCCO.O.O. The HOMO energy comes out at -0.351 Ha. Its energy relative to the best compared isomer or geometry (same formula, charge and spin) is 66.8 kcal per mole. The calculation puts the LUMO energy at 0.69 eV. The charge is 0.

Mulliken atomic charge list, values in e, 8 entries: -0.4912, -0.3520, -0.5548, -0.4745, -0.5185, 0.2534, 0.1767, 0.1961

***

No. 9
This record from OMol25 describes a 3-piece molecular cluster, C3H13NO3 overall in a non-equilibrium geometry. The level of theory is the ωB97M-V functional and the def2-TZVPD basis.

Positions of all 20 atoms, in Å:
N -2.8538 -0.6610 0.4778
C -1.7003 0.1802 0.4286
C -0.4298 -0.5760 0.6688
C 0.7092 0.3097 1.0307
O 1.5093 0.3797 -0.1796
H -3.2550 -0.8062 1.3749
H -2.8409 -1.3803 -0.0860
H -1.7245 0.7718 -0.6192
H -1.7411 1.1233 1.1340
H -0.1069 -1.0366 -0.4533
H -0.6524 -1.4555 1.3329
H 1.2975 -0.1473 1.9029
H 0.4051 1.4325 1.2892
H 2.4954 0.5241 -0.0659
O 2.5531 -2.0804 -0.7662
H 1.7322 -2.2175 -0.2532
H 2.2068 -2.0593 -1.5586
O -0.1283 2.4508 -1.3186
H 0.2559 1.8607 -0.7401
H -1.0424 2.5331 -1.2560

The calculation puts the HOMO-LUMO gap at 10.014 eV. The strongest force on any atom comes out at 7.30 eV/A. As for the SMILES: NCCCO.O.O. The HOMO energy comes out at -0.339 Ha. Its energy relative to the best compared isomer or geometry (same formula, charge and spin) is 67.8 kcal per mole. The calculation puts the LUMO energy at 0.79 eV. The charge is 0.

Mulliken atomic charge list, values in e, 8 entries: -0.5441, -0.3536, -0.1436, -0.5017, -0.5022, 0.2072, 0.1505, 0.0623

***

No. 10
This record from OMol25 describes a 5-piece molecular cluster, C3H13NO3 overall in a non-equilibrium geometry. The level of theory is the ωB97M-V functional and the def2-TZVPD basis.

Positions of all 20 atoms, in Å:
C 1.2966 -1.5188 -1.2662
C 0.6152 -1.0872 -0.1780
N 1.1868 -0.3834 0.8121
C 0.3055 0.4993 1.5550
H 2.3796 -1.5566 -1.3099
H 0.7861 -1.9065 -2.1383
H -0.4078 -1.4191 0.0012
H 2.0786 0.1254 0.4854
H 0.5157 0.4157 2.6310
H -0.7338 0.1985 1.4021
H 0.5240 1.5341 1.3261
H -1.8234 -0.9643 -1.4342
H -3.0585 -1.8853 -1.5647
O -2.1834 -1.7261 -1.9250
H -1.8027 -0.1598 -0.0861
H 3.4528 1.8613 0.2452
O 2.8319 1.3764 0.7935
H -1.8708 1.4309 0.3250
H -2.2189 2.7933 -0.2409
O -1.8734 2.3725 0.5666

The calculation puts the HOMO-LUMO gap at 4.000 eV. The strongest force on any atom comes out at 2.38 eV/A. The HOMO energy comes out at -0.310 Ha. Its energy relative to the best compared isomer or geometry (same formula, charge and spin) is 209.0 kcal per mole. The calculation puts the LUMO energy at -4.42 eV. The charge is 0.

Mulliken atomic charge list, values in e, 8 entries: -0.7917, -0.2633, -0.0356, -0.8761, 0.2964, 0.3021, 0.9337, 0.3456

***

No. 11
This record from OMol25 describes a 4-piece molecular cluster, C3H13NO3 overall in a non-equilibrium geometry. The level of theory is the ωB97M-V functional and the def2-TZVPD basis.

Positions of all 20 atoms, in Å:
C 1.7878 -2.2701 -2.3972
C 0.4163 -2.4028 -1.8155
C -0.6524 -1.8427 -2.3846
N -1.9865 -1.9304 -2.0243
H 1.9567 -1.3160 -2.8945
H 2.0132 -3.1403 -3.0266
H 2.5964 -2.3250 -1.6594
H 0.2862 -2.7211 -0.7807
H -0.5213 -1.2295 -3.2655
H -2.6627 -1.8021 -2.7519
H -2.2432 -2.6958 -1.4306
O -3.4565 4.6122 2.0398
H -2.4944 4.5454 2.1494
H -3.8976 4.0134 2.6432
O 4.4199 -2.5364 3.3742
H 4.4873 -2.4182 2.4119
H 3.6763 -3.1520 3.4081
O -0.6550 4.7540 1.6349
H -0.9017 4.6565 0.7026
H -0.5965 5.7211 1.6705

The calculation puts the HOMO-LUMO gap at 8.670 eV. The strongest force on any atom comes out at 1.38 eV/A. As for the SMILES: C/C=C/N.O.O.O. The HOMO energy comes out at -0.293 Ha. Its energy relative to the best compared isomer or geometry (same formula, charge and spin) is 28.1 kcal per mole. The calculation puts the LUMO energy at 0.70 eV. The charge is 0.

Mulliken atomic charge list, values in e, 8 entries: -0.9939, -0.2300, -0.1129, -0.5137, 0.3284, 0.2343, 0.2814, 0.2847

***

No. 12
This record from OMol25 describes a 3-piece molecular cluster, C3H13NO3 overall in a non-equilibrium geometry. The level of theory is the ωB97M-V functional and the def2-TZVPD basis.

Positions of all 20 atoms, in Å:
N 2.3436 1.2615 -0.5028
C 1.1009 0.7732 0.1412
C 0.6207 -0.4978 -0.5504
C -0.3230 -1.3633 0.2931
O 0.0147 -2.7492 0.1828
H 2.5455 2.1848 -0.1095
H 2.1703 1.4653 -1.4800
H 1.3475 0.6587 1.1889
H 0.2835 1.4996 0.0801
H 1.4902 -1.0914 -0.8026
H 0.0795 -0.1907 -1.4372
H -1.3301 -1.3231 -0.1272
H -0.4059 -1.0793 1.3405
H 0.6698 -2.9521 0.8626
O -4.5596 -3.3078 2.4904
H -4.9060 -3.6598 3.3154
H -4.6590 -2.3543 2.5604
O 1.3809 4.4472 -2.7133
H 0.7016 3.8112 -2.9802
H 1.4348 4.4672 -1.7521

The calculation puts the HOMO-LUMO gap at 10.189 eV. The strongest force on any atom comes out at 1.13 eV/A. As for the SMILES: NCCCO.O.O. The HOMO energy comes out at -0.355 Ha. Its energy relative to the best compared isomer or geometry (same formula, charge and spin) is 25.9 kcal per mole. The calculation puts the LUMO energy at 0.54 eV. The charge is 0.

Mulliken atomic charge list, values in e, 8 entries: -0.6616, -0.4896, -0.3482, -0.5620, -0.5275, 0.2162, 0.2540, 0.4035